[1]
{
  "formula": "C16H39IrN2OP2S",
  "method": "wB97M-V/def2-TZVPD",
  "homo_energy_ha": [-0.622, -0.657],
  "spin_multiplicity": 6,
  "energy_ev": -54474.763,
  "total_charge": 3,
  "gap_ev": [8.245, 5.598],
  "relative_energy_ev": 0.248,
  "elements": ["Ir", "S", "P", "P", "O", "N", "N", "C", "C", "C", "C", "C", "C", "C", "C", "C", "C", "C", "C", "C", "C", "C", "C", "H", "H", "H", "H", "H", "H", "H", "H", "H", "H", "H", "H", "H", "H", "H", "H", "H", "H", "H", "H", "H", "H", "H", "H", "H", "H", "H", "H", "H", "H", "H", "H", "H", "H", "H", "H", "H", "H", "H"],
  "coordinates": [[0.05477, 0.14041, 0.10823], [0.60388, -3.03769, -0.14698], [0.06412, 2.83693, -0.14466], [2.40010, 0.50613, -0.35899], [-1.75918, 0.09683, 0.46031], [-0.88869, -5.23217, -0.33658], [-0.17725, -4.66093, 1.79104], [-1.20177, -8.96763, 2.21089], [3.32950, 0.59048, 1.19147], [1.33638, -6.04855, -2.35314], [3.25062, -0.67905, -1.42217], [-0.53983, -5.95002, 2.42736], [0.47998, -7.04814, 2.14686], [1.93625, -4.87923, -3.12584], [-3.16494, 0.16355, 0.67121], [0.07394, -8.37270, 2.79570], [-0.17747, -6.17092, -2.51581], [-0.25816, -4.44064, 0.49337], [1.83610, 3.22575, -0.37253], [-0.96970, -5.08552, -1.80097], [-0.71470, 3.03852, -1.76753], [-0.63176, 4.10782, 0.93253], [2.56070, 2.13518, -1.16134], [3.62935, 2.35149, -1.24165], [3.28744, -1.66232, -0.95361], [4.27462, -0.33175, -1.57641], [-3.42279, -0.54297, 1.45976], [0.58208, -7.19613, 1.06562], [-0.60421, -4.08322, -2.05553], [1.67674, -4.94004, -4.18336], [1.45416, -6.72380, 2.51966], [3.43739, -0.40783, 1.61575], [4.32566, 0.98564, 0.98018], [-1.70076, 3.94696, 1.06754], [2.75678, -0.75598, -2.39096], [-3.66032, -0.10391, -0.26263], [0.89836, -9.07394, 2.66444], [-1.33806, -6.05209, 0.05537], [-1.36858, -9.97237, 2.59437], [-3.42516, 1.17860, 0.96966], [-0.14511, 4.09844, 1.90716], [-0.46884, 4.01893, -2.18160], [1.79259, -6.97363, -2.70637], [-1.54341, -6.21790, 2.09046], [-0.52801, -7.14230, -2.15481], [-2.02604, -5.12094, -2.06634], [-1.13597, -9.04751, 1.12178], [1.58778, -3.90791, -2.75800], [3.02341, -4.88263, -3.05380], [2.28442, 3.36254, 0.61440], [2.17787, 2.05377, -2.18182], [-2.09204, -8.38755, 2.46375], [0.31788, -3.98820, 2.35634], [-1.79827, 2.97416, -1.66144], [2.84012, 1.23391, 1.92214], [-0.03395, -8.23082, 3.87408], [1.59811, -5.98362, -1.28978], [-0.47878, 5.08254, 0.46238], [1.91144, 4.18740, -0.88704], [-0.38970, 2.26959, -2.46895], [-0.44404, -6.13087, -3.57409], [-0.61993, -5.75062, 3.49458]],
  "forces_ev_per_a": [[-0.08, 0.55, 0.07], [-0.04, -0.26, 0.10], [0.05, -0.09, -0.23], [0.12, -0.02, -0.03], [0.08, -0.05, -0.02], [-0.06, 0.05, 0.06], [0.07, -0.02, -0.01], [-0.02, 0.00, -0.01], [-0.01, -0.01, 0.00], [-0.01, -0.03, 0.00], [-0.02, -0.01, -0.02], [-0.05, 0.00, -0.01], [-0.03, 0.00, 0.01], [0.01, 0.01, -0.01], [-0.03, -0.01, 0.02], [0.02, 0.00, 0.01], [0.00, 0.04, 0.01], [0.04, -0.06, -0.12], [-0.06, 0.00, 0.04], [0.01, -0.04, 0.00], [-0.01, 0.06, 0.01], [0.02, -0.09, 0.08], [-0.04, -0.02, 0.05], [0.00, 0.02, 0.00], [-0.01, 0.00, 0.00], [0.00, 0.00, 0.00], [0.00, 0.00, -0.01], [0.02, 0.01, 0.00], [0.00, -0.01, -0.01], [0.01, -0.01, 0.00], [0.00, -0.01, 0.01], [-0.02, 0.00, 0.01], [0.00, 0.00, 0.00], [0.00, 0.00, -0.01], [0.00, 0.00, 0.00], [0.00, 0.00, 0.01], [0.00, 0.01, -0.01], [0.03, -0.02, 0.00], [0.00, 0.00, 0.00], [0.00, 0.00, 0.00], [0.00, 0.00, 0.00], [-0.01, 0.01, 0.01], [-0.01, 0.00, 0.00], [0.00, -0.01, 0.03], [0.01, 0.00, 0.00], [0.01, 0.02, -0.02], [0.00, -0.01, 0.00], [-0.01, 0.00, -0.01], [0.00, 0.01, 0.02], [-0.01, 0.01, 0.01], [0.00, -0.01, 0.00], [0.00, 0.00, -0.01], [-0.01, 0.00, 0.01], [0.00, -0.02, 0.00], [0.00, 0.01, 0.00], [0.00, -0.01, 0.00], [0.01, 0.00, 0.00], [0.00, 0.00, 0.00], [0.01, -0.01, -0.01], [0.01, 0.01, -0.01], [-0.01, 0.00, 0.00], [0.02, 0.01, 0.00]]
}

=====

[2]
{
  "formula": "C16H39N2O9P3S",
  "method": "wB97M-V/def2-TZVPD",
  "homo_energy_ha": -0.305,
  "spin_multiplicity": 1,
  "energy_ev": -77329.295,
  "total_charge": 0,
  "gap_ev": 6.501,
  "smiles": "CCOP(=O)(OCC)OCC.CCOP(=O)(OCC)OCC.[PH4]CCSc1nnco1",
  "elements": ["S", "P", "P", "P", "O", "O", "O", "O", "O", "O", "O", "O", "O", "N", "N", "C", "C", "C", "C", "C", "C", "C", "C", "C", "C", "C", "C", "C", "C", "C", "C", "H", "H", "H", "H", "H", "H", "H", "H", "H", "H", "H", "H", "H", "H", "H", "H", "H", "H", "H", "H", "H", "H", "H", "H", "H", "H", "H", "H", "H", "H", "H", "H", "H", "H", "H", "H", "H", "H", "H"],
  "coordinates": [[-2.78957, -0.67683, -1.65501], [-0.91442, -3.66314, -0.84410], [-3.43501, 5.21333, 1.37000], [4.37814, -2.44669, -2.05956], [-3.77006, 4.58429, 2.84555], [5.32306, -1.21018, -1.51235], [3.07412, -1.87851, -1.53865], [-2.38318, 6.22828, 1.67924], [4.53617, -3.51852, -0.79484], [5.71642, -3.17175, -2.71566], [-4.74578, 4.57537, 0.63456], [-4.48095, -2.69468, -1.10213], [-2.45805, 4.03902, 0.75111], [-5.45646, -2.14526, 0.73641], [-4.59509, -1.15341, 0.41003], [-4.87508, 3.20362, 0.22543], [4.47257, 0.68307, -0.27931], [4.14266, -5.71966, -1.74548], [7.37222, -3.49588, -0.89692], [-4.41527, 5.40852, 3.81583], [-3.99712, -1.49588, -0.68689], [-5.38073, -3.05998, -0.17036], [-4.92505, 2.21031, 1.36093], [4.89471, 0.14973, -1.63282], [-0.98645, -2.00922, 0.12609], [-1.20335, -0.76333, -0.75118], [-5.89707, 5.56349, 3.52280], [-1.26661, 4.37595, 0.04125], [3.68726, -4.66005, -0.75618], [-0.05143, 4.08374, 0.89758], [7.06948, -2.97257, -2.28244], [0.02745, -1.90434, 0.55355], [4.06031, 1.68954, -0.36732], [-4.10690, 2.94238, -0.49967], [3.54701, -6.62753, -1.63832], [7.67942, -3.52517, -3.00096], [7.02444, -4.52140, -0.77930], [5.32798, 0.71362, 0.39772], [7.35970, -1.92918, -2.38657], [0.86359, 4.41717, 0.40464], [5.74357, 0.72598, -2.00842], [-2.21726, -3.47448, -1.37735], [-5.82288, 3.15727, -0.31588], [-4.27936, 4.92202, 4.78193], [-5.65339, 2.50991, 2.11530], [-0.88623, -4.96723, -1.50786], [4.04373, -5.36380, -2.77446], [-0.70187, -4.30936, 0.42186], [-0.12672, 4.57517, 1.86737], [4.09042, 0.24683, -2.36221], [-6.05694, 6.10702, 2.58814], [3.72602, 0.03719, 0.18285], [0.02579, 3.01168, 1.09053], [8.44981, -3.46876, -0.72338], [-6.39251, 6.11041, 4.32639], [-3.95814, 2.11498, 1.85332], [-3.92509, 6.38499, 3.86504], [6.89481, -2.89290, -0.12625], [2.65042, -4.36761, -0.95110], [3.73264, -5.06084, 0.25726], [-1.27962, 5.41702, -0.28019], [-5.20075, 1.22600, 0.98055], [-5.91170, -3.99529, -0.23650], [-1.05715, 0.14325, -0.15400], [0.19167, -3.19784, -1.62172], [5.19286, -5.96625, -1.59114], [-0.40955, -0.76443, -1.51287], [-1.67256, -2.04663, 0.98381], [-1.24013, 3.75843, -0.86082], [-6.37295, 4.58902, 3.41312]],
  "forces_ev_per_a": [[-0.23, 0.16, -0.40], [-0.31, 0.05, 0.47], [3.19, -6.21, 1.93], [4.43, 0.89, 8.21], [-0.25, 0.58, -0.52], [-0.08, 0.10, -1.19], [-1.45, -0.64, -4.24], [-2.62, 2.20, -1.45], [-0.60, -0.49, -0.26], [-2.43, -0.07, -2.72], [0.01, 3.25, 0.05], [0.28, -0.96, -1.02], [-0.47, 0.27, -0.19], [-1.00, -0.82, 0.72], [0.76, 0.77, -0.19], [-0.36, -0.78, -0.58], [0.02, -0.05, 0.17], [-0.07, 0.02, -0.10], [-0.34, 0.11, 0.29], [-0.19, 0.12, 0.22], [-0.23, -0.30, 0.59], [0.66, 1.33, 0.13], [0.24, 0.12, 0.31], [-0.08, 0.22, 0.38], [0.41, 0.40, -0.33], [0.43, -0.49, 0.97], [0.00, 0.04, -0.14], [0.30, -0.08, 0.16], [0.06, -0.18, 0.02], [0.04, -0.11, 0.12], [0.93, 0.19, -0.25], [-0.22, -0.05, -0.04], [0.03, 0.00, -0.01], [0.18, 0.15, 0.16], [-0.02, 0.02, 0.00], [-0.30, -0.10, -0.13], [0.07, -0.01, -0.03], [0.02, 0.06, -0.04], [-0.21, 0.05, 0.09], [-0.01, -0.02, -0.02], [0.05, -0.12, -0.03], [0.16, -0.01, 0.02], [-0.03, 0.34, 0.10], [0.11, -0.09, -0.08], [-0.05, 0.02, -0.06], [0.29, -0.01, -0.06], [-0.03, -0.05, 0.00], [-0.01, -0.09, -0.21], [-0.04, 0.15, -0.09], [-0.06, -0.09, 0.07], [-0.02, 0.03, 0.05], [-0.08, 0.01, -0.15], [0.02, 0.00, -0.06], [0.02, 0.02, -0.18], [0.03, 0.01, 0.00], [0.00, 0.01, -0.01], [0.06, -0.04, -0.02], [-0.01, -0.02, -0.02], [0.00, 0.02, 0.05], [0.05, 0.13, 0.04], [-0.02, 0.03, 0.12], [0.01, 0.09, -0.09], [0.08, 0.10, -0.14], [-0.29, -0.06, -0.20], [-0.19, -0.02, 0.07], [-0.02, -0.02, 0.04], [-0.42, 0.06, -0.16], [-0.09, -0.08, -0.27], [-0.12, -0.05, 0.03], [0.02, -0.01, 0.06]]
}

=====

[3]
{
  "formula": "C16H40BNO4",
  "method": "wB97M-V/def2-TZVPD",
  "homo_energy_ha": -0.319,
  "spin_multiplicity": 1,
  "energy_ev": -27597.161,
  "total_charge": 0,
  "gap_ev": 9.213,
  "smiles": "CCCCOC[C@H](N)B(O)CC.CCOCC.CCOCC",
  "elements": ["O", "O", "O", "O", "N", "C", "C", "C", "C", "C", "C", "C", "C", "C", "C", "C", "C", "C", "C", "C", "C", "B", "H", "H", "H", "H", "H", "H", "H", "H", "H", "H", "H", "H", "H", "H", "H", "H", "H", "H", "H", "H", "H", "H", "H", "H", "H", "H", "H", "H", "H", "H", "H", "H", "H", "H", "H", "H", "H", "H", "H", "H"],
  "coordinates": [[4.71045, 2.97192, 0.46884], [-2.27627, -1.83158, 0.17177], [-5.26055, -2.35254, 2.37632], [0.52043, 1.40640, -1.29460], [-4.06804, 0.03355, 1.06754], [0.16046, 3.05538, 0.49813], [-5.39249, -3.71659, 0.22842], [0.99830, 2.59200, -0.68142], [6.12793, 3.22852, -1.52958], [-0.96697, 2.50186, -2.92570], [-1.11329, -2.24768, -0.53536], [0.13632, -1.75343, 0.19144], [1.18791, -4.11998, 0.27105], [0.93302, -2.79461, 0.98786], [6.57042, 2.88022, 2.08219], [-4.51908, -1.10020, 0.24139], [5.59396, 2.13211, 1.19091], [5.31499, 3.88665, -0.42812], [-6.33280, -4.68441, 0.95828], [-3.36341, -1.49513, -0.66578], [-0.79008, 1.46614, -1.82854], [-5.06827, -2.38726, 1.01226], [-6.29968, -5.68700, 0.52893], [-3.25179, -0.24088, 1.60080], [0.79763, -1.22497, -0.49761], [4.94397, 1.50441, 1.80084], [-1.14792, -1.83225, -1.54876], [0.06018, 2.25392, 1.23157], [-0.21401, -0.99280, 0.89368], [7.27841, 3.47676, 1.50538], [-4.78549, 0.34171, 1.71063], [2.00574, 2.35144, -0.34034], [0.45367, -2.99682, 1.94996], [-5.72609, -1.56437, 2.68009], [-3.64338, -2.34786, -1.29758], [-3.09661, -0.65005, -1.31399], [7.14624, 2.16986, 2.67659], [-6.09036, -4.75275, 2.01854], [-0.97024, 0.46906, -2.23371], [-0.84229, 3.36306, 0.19775], [6.47780, 3.98512, -2.23295], [-4.45653, -4.22444, -0.03330], [0.64056, 3.91002, 0.97647], [-7.36783, -4.34262, 0.88835], [-0.23466, 2.34801, -3.71966], [-5.31098, -0.71568, -0.41830], [7.00503, 2.71080, -1.13916], [1.09562, 3.39643, -1.42055], [-1.13242, -3.33751, -0.64006], [4.48203, 4.43831, -0.86513], [5.51934, 2.50338, -2.07141], [0.26919, -4.69910, 0.16440], [1.61396, -3.96709, -0.72315], [5.92818, 4.61407, 0.11627], [-1.52748, 1.62235, -1.03236], [-5.84838, -3.41336, -0.72258], [-1.96746, 2.42008, -3.35272], [6.03548, 3.54851, 2.75818], [6.13431, 1.46382, 0.51068], [1.87012, -4.73848, 0.85669], [1.90421, -2.35381, 1.23042], [-0.85101, 3.51938, -2.55021]],
  "forces_ev_per_a": [[-0.08, 0.00, 0.01], [-0.01, -0.05, 0.05], [-0.85, -0.20, -0.25], [0.06, -0.07, -0.05], [-0.01, 0.14, -0.20], [-0.07, -0.03, -0.04], [-0.12, -0.05, 0.21], [0.06, 0.05, 0.08], [0.00, -0.06, 0.03], [0.06, 0.03, 0.02], [0.02, 0.10, -0.11], [-0.02, 0.00, 0.28], [-0.12, 0.00, 0.14], [0.16, -0.10, -0.03], [-0.01, 0.06, -0.04], [-0.15, 0.09, 0.17], [0.02, -0.05, 0.02], [0.01, 0.04, -0.04], [-0.02, 0.00, -0.04], [-0.14, 0.01, -0.04], [-0.07, -0.01, 0.03], [0.28, 0.06, 0.04], [0.01, 0.02, 0.01], [-0.07, -0.03, 0.07], [-0.03, -0.14, -0.11], [-0.01, 0.01, -0.01], [0.01, 0.03, 0.04], [0.02, 0.01, 0.01], [0.06, 0.10, -0.09], [0.02, -0.03, 0.00], [0.05, -0.01, 0.04], [0.01, -0.02, -0.03], [-0.10, -0.01, -0.07], [0.67, 0.14, 0.15], [-0.01, 0.05, -0.03], [0.10, -0.03, 0.02], [-0.01, 0.00, 0.01], [0.05, -0.05, -0.03], [0.01, 0.00, 0.00], [0.01, 0.03, 0.00], [-0.02, 0.00, -0.01], [0.01, 0.08, -0.03], [0.02, -0.02, 0.01], [0.02, 0.02, 0.05], [-0.01, -0.01, -0.01], [0.01, -0.12, -0.05], [0.02, 0.03, 0.00], [-0.04, 0.00, -0.01], [0.00, 0.03, -0.01], [-0.01, -0.01, 0.01], [-0.01, 0.01, -0.01], [0.02, 0.01, -0.08], [0.02, -0.02, 0.03], [0.02, -0.02, 0.01], [0.01, 0.01, 0.00], [0.17, -0.10, -0.09], [0.00, -0.01, -0.01], [0.00, -0.01, 0.01], [0.01, 0.03, -0.01], [0.07, 0.03, -0.09], [-0.06, 0.06, 0.05], [-0.03, 0.00, 0.01]]
}